{"formula": "C28H49As3N4O5PSc", "method": "wB97M-V/def2-TZVPD", "charge": 2, "energy_ha": -9500.66610, "orbital_gap_ev": 6.79, "species": ["Sc", "C", "O", "C", "C", "C", "C", "C", "C", "N", "N", "C", "O", "C", "C", "C", "C", "C", "C", "C", "O", "H", "H", "H", "H", "H", "H", "H", "H", "H", "H", "H", "H", "C", "As", "C", "C", "C", "C", "C", "As", "C", "C", "C", "As", "C", "C", "H", "H", "H", "H", "H", "H", "H", "H", "H", "H", "H", "H", "H", "H", "H", "H", "H", "H", "H", "H", "H", "H", "H", "H", "H", "H", "H", "N", "C", "P", "O", "O", "C", "N", "H", "H", "H", "H", "H", "H", "H", "H", "H", "H"], "positions_angstrom": [[-0.07528, 1.06878, -0.20989], [-2.42878, 3.57096, 3.10155], [-1.26285, 3.12939, 3.76726], [-0.06768, 3.55663, 3.24794], [0.71262, 4.41514, 4.00313], [1.98496, 4.77973, 3.58372], [2.47799, 4.25120, 2.41049], [1.71514, 3.36613, 1.63297], [2.38946, 2.79576, 0.48637], [1.96182, 1.83641, -0.25523], [2.83588, 1.49754, -1.29216], [2.24834, 0.91931, -2.26378], [0.90717, 0.64717, -2.17311], [2.95944, 0.48564, -3.47161], [4.23805, 0.98157, -3.73010], [4.91954, 0.56771, -4.86012], [4.33437, -0.33790, -5.73727], [3.06375, -0.83343, -5.48390], [2.37472, -0.42233, -4.35366], [0.39721, 3.03780, 2.03222], [-0.38652, 2.23581, 1.31527], [-3.26239, 3.43389, 3.78495], [-2.60789, 2.95554, 2.21075], [-2.35949, 4.63130, 2.83789], [0.30422, 4.77597, 4.93903], [2.58632, 5.45232, 4.17909], [3.47914, 4.50562, 2.08418], [3.36417, 3.21155, 0.24084], [4.68468, 1.68676, -3.04255], [5.91051, 0.95167, -5.06170], [4.87317, -0.65911, -6.61896], [2.61618, -1.54850, -6.16147], [1.39383, -0.83489, -4.14890], [0.13137, -0.13174, 3.59952], [0.96915, -0.58501, 1.90393], [2.82698, -0.19722, 2.32466], [1.05360, -2.54153, 1.91678], [-0.18168, -3.36067, 1.49297], [-1.38996, -2.95138, 2.32794], [-0.44518, -3.19863, -0.01322], [-1.25231, -1.54656, -0.68345], [-1.20944, -2.00791, -2.57334], [-3.15738, -1.76259, -0.35015], [0.19669, -4.83746, 1.74468], [-1.01598, -6.42438, 1.67034], [-2.44860, -5.96498, 0.39939], [-2.05028, -6.15308, 3.31574], [0.54018, -0.76609, 4.38461], [-0.94661, -0.25865, 3.55897], [0.34828, 0.90911, 3.82903], [3.15798, -0.83289, 3.14428], [2.91642, 0.84554, 2.62501], [3.45000, -0.37786, 1.45057], [1.32959, -2.80977, 2.93948], [1.90635, -2.80696, 1.28595], [-1.62699, -1.89057, 2.20685], [-1.20273, -3.12474, 3.38973], [-2.27693, -3.51702, 2.05225], [-1.10300, -3.99030, -0.36381], [0.49559, -3.31184, -0.56043], [-1.68102, -2.97732, -2.72772], [-0.17654, -2.05858, -2.91280], [-1.75383, -1.26422, -3.14973], [-3.46312, -2.78119, -0.58445], [-3.70106, -1.07037, -0.99052], [-3.39581, -1.54742, 0.68829], [0.60421, -4.92208, 2.75776], [1.02663, -5.09225, 1.07891], [-2.07746, -5.98699, -0.62536], [-2.94680, -5.01671, 0.59903], [-3.18926, -6.76017, 0.49220], [-1.36369, -6.06399, 4.15767], [-2.65121, -7.04828, 3.47116], [-2.71053, -5.28850, 3.29293], [-0.66780, 1.36648, -4.18960], [-1.13087, 2.73013, -3.88143], [-1.36651, 2.88019, -2.07858], [-0.15739, 3.36612, -1.34445], [-1.86816, 1.56116, -1.48938], [-2.65637, 4.14168, -1.72712], [-2.56769, 4.25404, -0.22724], [-0.33210, 1.32131, -5.14741], [-1.44111, 0.71558, -4.10906], [0.36565, 0.79805, -3.04596], [-2.02406, 3.02625, -4.43778], [-0.33814, 3.43528, -4.13518], [-3.67146, 3.87248, -2.00777], [-2.38810, 5.11087, -2.14390], [-2.77545, 3.35078, 0.20796], [-3.19923, 4.95776, 0.15603], [-1.59866, 4.47397, 0.04199]], "forces_ev_per_a": [[-0.3723, -0.0525, -0.3375], [-0.0476, -0.1856, -0.0099], [-0.1236, 0.1261, 0.0260], [0.0545, -0.0295, -0.0075], [-0.0563, -0.0182, 0.0517], [0.0433, 0.0146, -0.0069], [-0.0025, 0.0081, 0.0130], [-0.0254, 0.0407, 0.0269], [0.0068, 0.0069, 0.0047], [0.1301, 0.2429, 0.1816], [-0.1096, -0.0415, -0.0538], [0.1746, 0.0015, 0.0675], [-0.3680, -0.1523, 0.0300], [-0.0379, 0.0695, -0.0446], [0.0063, 0.0010, 0.0027], [0.0029, -0.0019, -0.0113], [0.0231, 0.0126, -0.0111], [-0.0158, -0.0147, -0.0026], [-0.0055, -0.0247, -0.0057], [0.2253, 0.0482, 0.0305], [-0.0862, -0.0916, -0.1322], [-0.0051, 0.0140, 0.0314], [-0.0200, 0.0430, 0.0482], [0.0290, 0.0368, 0.0098], [0.0161, 0.0040, -0.0083], [-0.0208, -0.0103, -0.0087], [-0.0127, -0.0171, -0.0136], [0.0467, -0.0392, 0.0098], [-0.0150, -0.0113, -0.0086], [-0.0130, -0.0013, 0.0080], [-0.0101, 0.0010, 0.0116], [-0.0017, 0.0104, 0.0124], [0.0264, 0.0036, -0.0059], [0.0544, -0.0752, 0.0288], [0.0488, 0.1151, -0.1471], [-0.0269, -0.0465, 0.0327], [-0.0213, -0.0340, 0.0285], [0.0315, -0.0018, -0.0396], [-0.0276, -0.0075, 0.0577], [0.0155, 0.0373, 0.0510], [-0.0508, 0.1449, 0.0258], [0.0131, -0.0509, 0.0080], [0.0170, -0.0525, 0.0213], [0.0075, 0.0315, 0.0002], [-0.0004, 0.0240, -0.0044], [0.0027, -0.0154, -0.0134], [0.0195, -0.0115, 0.0066], [0.0073, -0.0204, 0.0208], [-0.0163, 0.0172, -0.0174], [0.0196, 0.0181, -0.0099], [0.0109, -0.0129, 0.0178], [0.0010, 0.0130, -0.0119], [0.0118, 0.0163, -0.0080], [-0.0047, 0.0180, 0.0261], [0.0060, 0.0085, -0.0181], [0.0183, 0.0220, -0.0264], [0.0036, 0.0017, -0.0116], [-0.0214, -0.0385, -0.0307], [-0.0668, -0.0668, 0.0006], [0.0064, 0.0245, -0.0142], [-0.0049, -0.0227, 0.0119], [0.0103, 0.0137, -0.0197], [-0.0361, 0.0454, -0.0121], [0.0049, -0.0278, -0.0073], [0.0177, 0.0354, -0.0181], [-0.0050, 0.0060, 0.0032], [-0.0107, -0.0181, -0.0003], [-0.0088, -0.0100, -0.0064], [0.0004, 0.0064, 0.0068], [0.0101, 0.0269, 0.0146], [0.0115, 0.0077, 0.0013], [-0.0100, -0.0020, 0.0004], [-0.0065, 0.0072, 0.0099], [0.0055, 0.0007, -0.0148], [-0.0375, -0.0785, 0.1347], [0.0691, 0.1264, 0.0879], [-0.1621, -0.1696, -0.2165], [0.1890, -0.0598, -0.0201], [0.2387, -0.0903, 0.1040], [0.1408, 0.0745, 0.1128], [-0.0945, 0.1049, -0.0794], [0.0520, -0.0178, 0.0622], [-0.0852, -0.0089, -0.0830], [0.2963, 0.1358, 0.0440], [-0.0748, -0.0549, 0.0515], [-0.0081, 0.0325, -0.0115], [0.0093, -0.0571, 0.0190], [-0.0416, 0.0016, -0.0542], [-0.0162, -0.0129, 0.0597], [-0.0072, 0.0104, 0.0031], [0.0587, -0.0564, -0.0544]], "lowdin_charge": [0.747, -0.067, -0.080, -0.243, 0.037, -0.047, -0.019, -0.134, -0.039, -0.077, 0.140, -0.310, -0.115, -0.153, -0.009, -0.047, -0.050, -0.058, -0.034, -0.270, -0.225, 0.105, 0.063, 0.100, 0.137, 0.119, 0.124, 0.148, 0.118, 0.117, 0.117, 0.113, 0.093, -0.250, 1.133, -0.265, -0.330, -0.664, -0.076, -0.323, 1.122, -0.268, -0.268, -0.377, 1.149, -0.357, -0.344, 0.049, 0.029, 0.022, 0.045, 0.025, 0.035, 0.090, 0.090, 0.043, 0.103, 0.061, 0.050, 0.092, 0.047, 0.019, 0.016, 0.037, 0.031, 0.024, 0.069, 0.065, 0.014, -0.002, 0.025, 0.022, 0.021, 0.009, -0.005, -0.241, 0.446, -0.309, -0.401, -0.148, 0.151, 0.120, 0.087, 0.069, 0.108, 0.114, 0.120, 0.122, 0.127, 0.176, 0.149]}